[1]
18
Properties=species:S:1:pos:R:3 method="wB97M-V/def2-TZVPD" homo_energy_ha="-0.5431 / -0.5429" homo_lumo_gap_ev="10.66 / 6.12" total_charge=+1 spin_multiplicity=2 max_force_ev_per_a=5.33
C 1.42066 1.39331 0.72339
N -0.03977 0.99698 0.65034
C -0.56913 0.59710 1.89394
C -0.19373 -0.09009 -0.28846
C -0.67692 0.51820 -1.60411
O -0.00939 0.30243 -2.64657
H 1.86492 0.70544 1.43531
H 1.99281 1.25466 -0.24150
H 1.37763 2.39414 1.09128
H -0.79022 1.40161 2.63407
H -0.15051 -0.28920 2.52457
H -1.58436 0.23670 1.79898
H -0.87385 -0.78412 0.09329
H 0.76776 -0.66094 -0.46963
H -1.71677 0.94997 -1.59069
H -1.04387 -3.24908 -2.10512
H 0.36662 -2.52149 -2.22606
O -0.14188 -3.15563 -1.67304

[2]
18
Properties=species:S:1:pos:R:3 method="wB97M-V/def2-TZVPD" homo_energy_ha="-0.5254 / -0.5178" homo_lumo_gap_ev="10.06 / 6.43" total_charge=+1 spin_multiplicity=2 max_force_ev_per_a=4.02
N 1.65053 1.60689 0.17665
C 0.25346 1.50771 -0.08724
C -0.67207 2.51070 0.17454
C -1.21580 0.28696 -1.70642
C -0.36737 0.26491 -0.69764
H 1.81868 2.17514 1.05001
H 2.13654 0.74999 0.53556
H -1.72414 2.41508 -0.23561
H -0.30459 3.53515 0.53770
H -1.46393 -0.60516 -2.27796
H -1.90312 1.16622 -1.94847
H -0.32121 -0.59086 0.03828
H -1.37941 -1.72446 1.97716
H 0.10846 -2.26127 1.99481
O -0.66914 -2.23303 1.44480
H 1.23684 -3.02800 -1.11417
H 1.34258 -3.20787 0.42143
O 1.47371 -2.56811 -0.28343

[3]
19
Properties=species:S:1:pos:R:3 method="wB97M-V/def2-TZVPD" homo_energy_ha=0.0115 homo_lumo_gap_ev=5.61 total_charge=-2 spin_multiplicity=1 max_force_ev_per_a=3.01
C -0.87717 1.20709 -0.53465
C -0.05174 -0.10575 -0.50482
C 0.09069 -0.99407 0.72824
S -1.51670 -1.56445 1.44154
N 1.33728 0.08040 -1.05682
C 1.48213 0.47617 -2.50565
O 2.63877 1.12261 -2.71832
H -1.06715 1.39891 -1.56739
H -0.64858 2.06575 0.08758
H -1.81602 0.86061 -0.06211
H -0.49183 -0.63077 -1.35465
H 0.77054 -1.77142 0.37474
H 0.58848 -0.44419 1.53620
H 1.83658 0.75382 -0.48756
H 1.41012 -0.47193 -3.08868
H 0.63542 1.15048 -2.77104
H -1.19825 -0.77411 3.50538
H -1.65116 -1.65483 4.50153
O -1.47140 -0.70433 4.47649

[4]
19
Properties=species:S:1:pos:R:3 method="wB97M-V/def2-TZVPD" homo_energy_ha=-0.3189 homo_lumo_gap_ev=9.40 smiles="O=CNCCCS.O" spin_multiplicity=1 max_force_ev_per_a=4.13
O -1.67947 1.53725 -1.50853
C -1.05175 1.71413 -0.46586
N -1.42370 0.81991 0.54903
C -0.57728 0.22506 1.61425
C 0.68339 -0.60556 1.01136
C 0.30209 -2.03346 0.51598
S -0.17391 -2.19562 -1.20129
H -0.15556 2.35142 -0.36970
H -2.31969 0.36794 0.49030
H -0.20211 1.04778 2.25765
H -1.27704 -0.48622 2.24942
H 1.07373 0.15087 0.24817
H 1.46613 -0.59516 1.78272
H 1.20424 -2.76672 0.50977
H -0.51805 -2.49963 1.10544
H -0.19133 -0.80150 -1.45325
O 1.69419 1.12007 -2.13363
H 1.56608 2.04822 -2.26890
H 1.58004 0.60124 -2.93293

[5]
19
Properties=species:S:1:pos:R:3 method="wB97M-V/def2-TZVPD" homo_energy_ha=-0.3735 homo_lumo_gap_ev=10.86 smiles="NC(=O)CCCO.O" spin_multiplicity=1 max_force_ev_per_a=1.35
N 0.46169 -1.87107 -1.82460
C 0.50882 -1.05410 -0.75212
O 0.17055 -1.43134 0.35595
C 1.00945 0.35205 -1.01155
C -0.00537 1.46120 -0.73455
C -1.18611 1.14108 0.16542
O -2.02923 2.29870 0.13745
H 0.86788 -1.62613 -2.72109
H 0.20014 -2.83542 -1.71271
H 1.83574 0.44602 -0.30815
H 1.43743 0.41424 -2.00856
H 0.44850 2.40214 -0.43473
H -0.51270 1.71069 -1.67479
H -1.72565 0.29596 -0.26395
H -0.88584 0.92555 1.18047
H -2.37135 2.48219 1.01918
O 1.11079 -0.96298 3.05630
H 1.05645 -1.31397 2.15790
H 0.23930 -1.08353 3.43811

[6]
19
Properties=species:S:1:pos:R:3 method="wB97M-V/def2-TZVPD" homo_energy_ha="-0.2844 / -0.2844" homo_lumo_gap_ev="8.39 / 8.39" spin_multiplicity=1 max_force_ev_per_a=1.56
C 1.95803 -0.90813 -0.24637
C 0.92575 1.02172 -0.74498
O 1.50437 -1.56536 0.73278
H 0.95702 -0.56305 1.70739
H 1.82499 -1.30957 -1.25737
H 2.83259 -0.26449 -0.09729
H 1.60933 0.91372 -1.58829
H -0.00311 1.35157 -1.20825
H 1.35195 1.77369 -0.07829
C -2.06313 -0.63419 -0.66025
N -1.20875 -0.72731 0.51284
C -0.56641 0.36133 0.99631
O -1.25120 1.51054 0.95421
O 0.28741 0.21796 1.98314
H -0.68706 2.21180 1.30613
H -0.61312 -1.54809 0.54963
H -2.62763 -1.56102 -0.75059
H -2.76021 0.19276 -0.54312
H -1.47083 -0.47391 -1.56763